No. 1
The following is a DFT calculation (ωB97M-V/def2-TZVPD) of a molecular structure, C29H32N7O8SV.

```
78
Properties=species:S:1:pos:R:3:lowdin_charge:R:1
V -1.52 0.27 -0.17 0.92
C 4.63 -0.30 3.76 -0.03
C 3.18 0.06 3.60 -0.25
C 2.25 -0.92 3.24 -0.03
C 0.92 -0.59 3.04 -0.05
C 0.50 0.72 3.21 -0.27
C 1.40 1.70 3.58 -0.05
C 2.73 1.37 3.78 -0.03
S -1.18 1.21 2.87 0.61
O -1.91 1.23 4.11 -0.30
O -1.13 2.43 2.12 -0.30
N -1.74 0.06 1.87 -0.20
C -2.38 -1.08 2.30 -0.24
C -2.53 -1.54 3.60 -0.02
C -3.22 -2.74 3.87 -0.07
C -3.76 -3.51 2.89 -0.06
C -3.61 -3.10 1.55 -0.15
C -4.10 -3.84 0.45 -0.01
C -3.90 -3.40 -0.83 -0.05
C -3.19 -2.21 -1.02 -0.10
N -2.72 -1.50 -0.02 0.03
C -2.91 -1.91 1.26 -0.13
H 4.76 -1.14 4.44 0.09
H 5.21 0.54 4.13 0.08
H 5.06 -0.61 2.80 0.06
H 2.60 -1.93 3.07 0.12
H 0.23 -1.36 2.71 0.11
H 1.07 2.73 3.69 0.11
H 3.44 2.14 4.05 0.11
H -2.14 -0.97 4.42 0.10
H -3.31 -3.04 4.91 0.11
H -4.29 -4.43 3.11 0.10
H -4.64 -4.76 0.64 0.12
H -4.27 -3.95 -1.68 0.10
H -3.01 -1.81 -2.01 0.10
C -2.52 3.21 -4.01 -0.06
N -1.62 2.46 -3.17 -0.16
C -1.11 3.18 -2.01 -0.03
C -1.41 1.13 -3.34 -0.41
N -1.22 0.32 -2.34 0.10
N -1.43 0.69 -4.66 -0.17
C -0.63 1.41 -5.64 -0.05
C -1.52 -0.73 -4.90 -0.07
H -3.31 3.65 -3.40 0.09
H -2.97 2.57 -4.76 0.09
H -2.00 4.03 -4.52 0.09
H -0.63 4.10 -2.36 0.09
H -0.38 2.58 -1.48 0.07
H -1.91 3.44 -1.32 0.08
H -0.78 -0.55 -2.64 0.07
H -0.43 2.42 -5.30 0.08
H -1.17 1.46 -6.60 0.09
H 0.32 0.90 -5.81 0.09
H -0.57 -1.25 -4.74 0.10
H -1.81 -0.88 -5.94 0.09
H -2.28 -1.18 -4.26 0.08
O 0.16 -1.01 -0.44 -0.07
C 0.91 0.00 -0.25 -0.56
O 0.36 1.13 -0.01 -0.10
C 2.38 -0.10 -0.21 -0.13
C 3.17 1.05 -0.39 0.04
C 4.54 0.90 -0.20 -0.14
C 5.14 -0.26 0.23 0.06
C 4.32 -1.38 0.47 -0.19
C 2.94 -1.30 0.18 0.05
N 4.84 -2.52 1.05 -0.42
O 4.07 -3.49 1.29 -0.09
O 6.08 -2.54 1.32 -0.09
N 5.40 2.08 -0.44 -0.35
O 6.59 1.99 -0.18 0.06
O 4.88 3.08 -0.90 0.05
H 2.73 2.00 -0.64 0.12
H 6.20 -0.33 0.41 0.12
H 2.32 -2.17 0.34 0.12
C -3.30 1.36 -0.43 -0.21
H -4.15 0.91 0.10 -0.01
H -3.60 1.53 -1.47 -0.02
H -3.11 2.33 0.05 -0.01
```

Calculated values
- Energy above the lowest of the compared OMol25 structures with the same formula, charge and spin: 0.000 eV
- Highest occupied orbital energy (alpha / beta): -2.63 / -5.80 eV
- Maximum force: 0.413 eV/A
- Net charge: -1
- Electronic energy: -93924.9309 eV
- Multiplicity: 4
- Kohn-Sham gap (alpha / beta): 4.44 / 7.52 eV



No. 2
The following is a DFT calculation (ωB97M-V/def2-TZVPD) of a molecular structure, C29H32NO2RhS4SiTe.

```
71
Properties=species:S:1:pos:R:3:lowdin_charge:R:1
Rh -0.48 1.12 0.38 0.43
O 5.00 -2.60 1.77 -0.08
C 3.99 -1.99 1.52 -1.03
S 3.09 -1.04 2.72 0.95
C 1.82 -0.49 1.65 -1.14
C 1.88 -0.90 0.36 -1.15
S 0.67 -0.52 -0.81 0.57
S 3.23 -1.93 -0.08 0.94
S 0.54 0.48 2.28 0.53
C 8.56 3.75 -0.68 -0.06
C 7.08 3.66 -0.43 -0.28
C 6.26 2.84 -1.20 -0.02
C 4.89 2.75 -0.97 -0.29
C 4.08 1.85 -1.86 -0.07
C 4.31 3.50 0.06 -0.39
Te 2.21 3.30 0.46 1.44
N -0.87 2.98 0.80 -0.09
C -1.40 3.17 -0.38 -0.66
O -1.57 2.13 -1.14 -0.21
C -1.81 4.52 -0.87 -0.16
C -2.44 4.66 -2.10 -0.03
C -2.80 5.91 -2.56 -0.09
C -2.54 7.04 -1.79 -0.11
C -1.91 6.90 -0.56 -0.09
C -1.55 5.65 -0.10 -0.04
C 1.60 4.10 -1.41 -0.45
C 1.07 3.21 -2.34 -0.17
C 0.60 3.66 -3.56 -0.08
C 0.66 5.01 -3.86 -0.09
C 1.19 5.90 -2.93 -0.06
C 1.66 5.46 -1.70 -0.31
C 2.21 6.46 -0.72 -0.07
C 5.12 4.33 0.85 -0.32
C 4.62 5.16 2.01 -0.10
C 6.49 4.39 0.59 -0.03
H 8.86 3.08 -1.49 0.07
H 9.13 3.47 0.21 0.08
H 8.85 4.76 -0.95 0.08
H 6.70 2.25 -1.99 0.11
H 4.74 1.19 -2.44 0.08
H 3.49 2.43 -2.57 0.07
H 3.38 1.23 -1.29 0.04
H -2.62 3.77 -2.69 0.11
H -3.29 6.02 -3.52 0.10
H -2.82 8.02 -2.15 0.09
H -1.70 7.78 0.04 0.10
H -1.05 5.51 0.86 0.11
H 1.01 2.15 -2.10 0.06
H 0.17 2.96 -4.27 0.11
H 0.28 5.38 -4.80 0.10
H 1.22 6.96 -3.16 0.10
H 2.08 7.48 -1.09 0.07
H 3.27 6.29 -0.54 0.07
H 1.70 6.38 0.25 0.06
H 3.53 5.19 2.06 0.01
H 4.99 6.18 1.93 0.08
H 4.98 4.75 2.95 0.08
H 7.11 5.04 1.21 0.12
C -2.05 -1.78 1.67 -0.23
Si -2.37 -0.16 0.78 0.40
C -3.15 -0.59 -0.88 -0.22
C -3.54 0.90 1.80 -0.21
H -2.99 -2.34 1.75 0.02
H -1.64 -1.62 2.66 0.01
H -1.34 -2.38 1.10 0.02
H -4.10 -1.10 -0.71 0.03
H -2.49 -1.26 -1.43 0.02
H -3.32 0.30 -1.48 0.01
H -4.46 0.35 2.01 0.02
H -3.78 1.82 1.27 0.02
H -3.07 1.17 2.75 0.02
```

Calculated values
- Energy above the lowest of the compared OMol25 structures with the same formula, charge and spin: 0.207 eV
- Highest occupied orbital energy (alpha / beta): -4.44 / -4.44 eV
- Maximum force: 0.651 eV/A
- Net charge: -1
- Electronic energy: -97701.8303 eV
- Multiplicity: 2
- Kohn-Sham gap (alpha / beta): 6.82 / 5.59 eV



> Look up the multiplicity of the first one.

4